This record from the OMol25 dataset describes C18H26N2O3 in the gas phase. The level of theory is ωB97M-V/def2-TZVPD.

Structure (XYZ):
```
49
Properties=species:S:1:pos:R:3:mulliken_charge:R:1
C -6.619 0.602 -0.802 -1.332
C -5.187 0.085 -0.899 -0.615
C -4.266 0.462 0.283 2.476
C -4.829 -0.099 1.592 -2.328
C -4.150 1.986 0.434 -1.939
C -2.892 -0.113 -0.033 -0.194
C -2.357 -1.204 0.635 -0.574
C -1.105 -1.712 0.328 -0.655
C -0.346 -1.131 -0.675 0.570
O 0.899 -1.544 -1.080 -0.529
C 1.636 -2.421 -0.264 -0.762
C 2.090 -1.747 1.043 -0.892
N 2.655 -0.453 0.743 0.344
C 1.947 0.738 0.976 0.115
O 0.910 0.822 1.578 -0.604
N 2.688 1.728 0.432 -0.064
C 3.869 1.256 -0.255 1.517
C 5.148 1.854 0.329 -1.685
C 3.776 1.487 -1.765 -1.569
C 3.794 -0.249 0.025 0.246
O 4.586 -1.090 -0.317 -0.658
C -0.878 -0.049 -1.371 -0.663
C -2.124 0.443 -1.054 -0.483
H -6.640 1.686 -0.737 0.312
H -7.130 0.191 0.064 0.301
H -7.173 0.306 -1.690 0.411
H -5.208 -1.005 -0.976 0.452
H -4.741 0.465 -1.820 0.411
H -5.056 -1.159 1.502 0.413
H -4.118 0.047 2.401 0.529
H -5.747 0.420 1.856 0.467
H -3.973 2.471 -0.522 0.373
H -3.324 2.227 1.100 0.420
H -5.061 2.399 0.858 0.493
H -2.907 -1.688 1.425 0.384
H -0.743 -2.564 0.883 0.360
H 1.081 -3.340 -0.041 0.372
H 2.517 -2.674 -0.860 0.485
H 2.837 -2.371 1.537 0.377
H 1.245 -1.561 1.709 0.539
H 2.375 2.683 0.410 0.228
H 5.153 1.747 1.411 0.380
H 5.223 2.909 0.077 0.407
H 6.007 1.327 -0.079 0.349
H 4.606 0.989 -2.258 0.364
H 3.813 2.551 -1.988 0.420
H 2.845 1.075 -2.149 0.292
H -0.291 0.395 -2.161 0.421
H -2.498 1.285 -1.617 0.317
```

Computed properties:
highest occupied orbital energy: -0.30240 Eh
multiplicity: 1
max |F|: 0.0087 Eh/bohr
frontier orbital gap: 8.967 eV
electronic energy: -28212.5069 eV